The following is a DFT calculation (wB97M-V/def2-TZVPD) of a structure of composition C29H27AsBF3N3O4SW.

Atoms and positions in Å:
W 0.17463 0.36823 1.24557
S 2.00821 0.75549 2.71780
C 3.54707 0.41998 1.89688
C 4.69981 0.36964 2.67872
C 5.93103 0.12841 2.09163
C 6.04270 -0.05878 0.71932
C 4.90803 -0.00033 -0.07390
C 3.67419 0.24695 0.51532
As 2.05879 0.24140 -0.48200
C 2.44283 0.02056 -2.33378
C 2.46584 -1.26279 -2.87069
C 2.80532 -1.43966 -4.20461
C 3.11367 -0.34033 -4.99282
C 3.08728 0.93914 -4.45424
C 2.75341 1.12661 -3.12104
C 1.37581 2.07883 -0.33244
C 2.07620 3.09292 0.34042
C 1.56009 4.36940 0.37012
C 0.33390 4.64805 -0.23883
C -0.36521 3.65935 -0.90389
C 0.16074 2.37106 -0.96261
H 4.62376 0.50808 3.74953
H 6.81372 0.07929 2.71602
H 7.00753 -0.25008 0.27010
H 4.98726 -0.14300 -1.14458
H 2.22939 -2.12616 -2.26094
H 2.82984 -2.43579 -4.62636
H 3.37839 -0.48052 -6.03287
H 3.33131 1.79367 -5.07160
H 2.74043 2.12592 -2.70591
H 3.01615 2.87042 0.82690
H 2.09930 5.15755 0.87854
H -0.06916 5.65142 -0.19043
H -1.31086 3.87935 -1.37928
H -0.35565 1.61370 -1.53786
F -4.44680 -3.25649 1.29086
C -3.78805 -2.60531 2.25581
C -3.91060 -1.28948 2.41991
N -3.23641 -0.62421 3.42583
C -3.26040 0.82867 3.45116
C -2.23461 1.41431 2.49297
O -2.52659 2.13096 1.57171
O -0.95932 1.01503 2.70843
C -2.44014 -1.29190 4.35168
O -1.84216 -0.72523 5.23126
N -2.39067 -2.66312 4.16628
C -2.93644 -3.41398 3.13491
O -2.73112 -4.59397 2.99987
H -4.55049 -0.68394 1.79060
H -3.05138 1.14993 4.46954
H -4.23883 1.19008 3.14645
H -1.77758 -3.15603 4.80050
C -2.72544 -0.33805 -3.19088
C -3.10672 -1.09284 -1.90519
C -2.96850 -2.60968 -2.10262
C -4.52333 -0.71966 -1.45086
C -2.14137 -0.66095 -0.88079
N -1.36196 -0.23850 -0.15546
H -3.38310 -0.67859 -3.99107
H -1.69513 -0.54484 -3.48281
H -2.85444 0.73878 -3.07711
H -3.69945 -2.92236 -2.84877
H -3.16697 -3.15014 -1.17789
H -1.97403 -2.87116 -2.46511
H -5.19301 -0.83870 -2.30345
H -4.58686 0.31529 -1.11260
H -4.86431 -1.38598 -0.66083
F 0.22758 -2.17146 3.00504
B 0.69362 -1.71090 1.85208
F 1.46927 -2.52350 1.14433

Values from the calculation:
Energy above the lowest of the compared OMol25 structures with the same formula, charge and spin: 0.00 kJ/mol
Net charge: +1
Expectation value of S²: 2.02
Orbital gap (alpha / beta): 6.281 / 7.050 eV
Total energy: -125497.7404 eV
E_LUMO (alpha / beta): -4.205 / -4.097 eV
HOMO energy (alpha / beta): -0.38535 / -0.40963 Ha
Multiplicity: 3

=====

The following is a DFT calculation (wB97M-V/def2-TZVPD) of a structure of composition C29H27Br4N2O6SrTe.

Atoms and positions in Å:
Sr 0.16003 3.92449 4.12318
O 5.02218 0.96226 -2.98088
C 5.29578 2.04942 -3.89750
C 4.72240 3.37168 -3.31616
N 4.70426 4.46364 -4.28474
C 4.69699 5.75400 -3.83093
C -5.05762 4.41659 -5.24893
O -5.16527 3.31980 -4.87663
O -5.17309 5.52175 -5.50890
C 4.84040 4.39636 -5.56323
C 7.19096 6.46251 -6.17576
O 7.68324 6.18427 -5.25128
O 7.07665 6.53048 -7.43111
H 4.18994 0.49007 -3.19233
H 5.05136 1.85243 -4.90967
H 6.35216 1.99284 -3.65380
H 4.97671 3.69258 -2.32201
H 3.65104 3.10390 -3.28793
H 5.03603 6.00767 -2.71107
H 4.60979 6.37826 -4.71638
H 5.24581 5.24428 -6.04014
H 4.35887 3.55304 -6.09835
Br -3.87550 4.69898 5.54244
C -2.68500 3.85518 4.24807
Br 1.91010 4.60157 1.73859
H -3.14398 4.20127 3.31708
H -3.10505 2.83503 4.66285
C -2.38540 -2.35107 3.73695
C -2.01724 -1.55349 4.99415
C -2.27514 -2.05411 6.28392
C -1.72168 -1.42875 7.37909
C -0.87336 -0.35008 7.19982
C 0.12960 0.01884 8.10337
Br 0.08276 -0.38802 9.93756
C 1.28350 0.64666 7.68632
C 1.38603 1.16584 6.39904
Br 2.95420 2.07480 5.79086
C 0.37458 0.93879 5.51366
O 0.40476 1.43277 4.26126
C -0.71745 0.07765 5.87970
N -1.34370 -0.45327 4.80458
H -2.90641 -1.69562 3.06518
H -3.05068 -3.18240 3.94952
H -1.44958 -2.70706 3.33680
H -2.90860 -2.87219 6.38008
H -1.87373 -1.87183 8.34802
H 2.05495 0.88459 8.38702
Te -1.51471 -5.01151 -0.25381
C -3.36279 -4.06207 -0.81831
C -4.04095 -3.30689 0.11058
C -5.43248 -3.23489 0.08672
C -6.10690 -3.78091 -0.98526
C -5.41788 -4.49486 -1.99368
C -4.04404 -4.62913 -1.91107
C -0.42731 -4.68938 -2.13197
C -0.75047 -3.48873 -2.84582
C -0.29201 -3.26105 -4.12470
C 0.55927 -4.21267 -4.69772
C 1.08428 -5.23284 -3.91141
C 0.60556 -5.49852 -2.62231
H -3.49849 -2.88167 0.95716
H -5.99692 -2.81594 0.90797
H -7.17879 -3.72161 -1.03658
H -6.06426 -4.90194 -2.76468
H -3.45827 -5.25687 -2.57616
H -1.35561 -2.82717 -2.28881
H -0.58795 -2.35833 -4.64354
H 0.80330 -4.23207 -5.77530
H 1.74396 -5.96804 -4.39427
H 1.01685 -6.32933 -2.05840

Values from the calculation:
Energy above the lowest of the compared OMol25 structures with the same formula, charge and spin: 368.82 kJ/mol
Net charge: -1
Orbital gap: 6.025 eV
Total energy: -334072.5589 eV
E_LUMO: 1.402 eV
HOMO energy: -0.16990 Ha

=====

The following is a DFT calculation (wB97M-V/def2-TZVPD) of an isolated molecule of C29H27F5N6O3.

Atoms and positions in Å:
C 0.05930 -4.43128 3.53822
N -0.01726 -2.99066 3.41114
C 1.10809 -2.21976 3.40924
O 2.24749 -2.60655 3.66582
C 0.67486 -0.77925 3.07849
C 1.32007 -0.30612 1.78167
C 2.81415 -0.23330 1.92021
C 3.66102 -1.10510 1.23047
F 3.12682 -2.01661 0.37510
C 5.03880 -1.10883 1.43450
F 5.82280 -1.99227 0.78683
C 5.60174 -0.20380 2.33561
F 6.92630 -0.22110 2.57066
C 4.78427 0.70628 3.00475
F 5.32406 1.58506 3.87252
C 3.41102 0.67656 2.79275
F 2.62502 1.53842 3.50014
N -0.78408 -0.89262 3.06753
C -1.58282 0.22544 3.09218
C -2.90025 0.25847 2.75726
C -3.84606 1.35948 3.17245
C -5.32617 1.17707 2.73552
C -6.17395 2.27740 2.68048
C -7.52537 2.13213 2.33518
C -8.03545 0.86188 2.05353
C -7.19325 -0.25130 2.11350
C -5.85747 -0.09700 2.50189
C -1.24613 -2.28054 3.04718
C -1.69952 -2.70736 1.64666
C -2.35613 -2.60044 4.05643
H 1.10756 -4.72118 3.67241
H -0.52689 -4.75506 4.40770
H -0.34100 -4.90651 2.63195
H 1.00655 -0.10449 3.89187
H 1.07644 -0.99935 0.96495
H 0.91731 0.68495 1.52606
H -1.06220 1.15740 3.37065
H -3.28318 -0.47547 2.05009
H -3.87748 1.42759 4.27709
H -5.79715 3.26698 2.94152
H -8.15965 3.01269 2.30609
H -9.09183 0.75775 1.79107
H -7.60125 -1.23918 1.88872
H -5.22283 -0.97430 2.64196
H -0.85565 -2.63866 0.94414
H -2.04863 -3.74686 1.69245
H -2.52153 -2.07383 1.30163
H -1.97061 -2.52143 5.08309
H -3.19887 -1.91739 3.91715
H -2.69949 -3.62980 3.88944
C -4.77652 6.03731 6.04196
N -4.18016 5.56067 4.81287
C -3.73612 6.55561 3.92858
O -3.77222 7.75197 4.19019
N -3.22602 6.12048 2.67508
C -2.80612 7.12170 1.72010
C -3.10418 4.79686 2.42939
C -3.45654 3.83671 3.35437
C -4.11760 4.15694 4.57953
O -4.61566 3.34216 5.36444
N -3.36589 2.61854 2.69822
C -2.94171 2.90203 1.40890
N -2.76440 4.22118 1.23551
H -5.11528 5.15855 6.58911
H -4.03522 6.59829 6.62375
H -5.61983 6.69945 5.81489
H -2.55490 6.59637 0.79881
H -3.61257 7.83540 1.55061
H -1.93383 7.65621 2.10564
H -2.81516 2.12709 0.66309

Values from the calculation:
Energy above the lowest of the compared OMol25 structures with the same formula, charge and spin: 0.00 kJ/mol
Net charge: 0
Orbital gap: 8.563 eV
Total energy: -59182.3181 eV
E_LUMO: 0.313 eV
HOMO energy: -0.30322 Ha
SMILES: CN1C(=O)[C@@H](Cc2c(F)c(F)c(F)c(F)c2F)N(/C=C/[C@H](c2ccccc2)n2cnc3c2c(=O)n(C)c(=O)n3C)C1(C)C

=====

The following is a DFT calculation (wB97M-V/def2-TZVPD) of a structure of composition C29H27INO4PS2Ti.

Atoms and positions in Å:
Ti -1.89612 -0.35529 0.65257
I -1.25809 1.64334 2.68149
C 0.18650 0.74441 3.88236
C -0.09486 0.85251 5.20996
C 0.84686 0.38898 6.15150
C 2.03591 -0.09808 5.70785
C 2.33389 -0.19065 4.32413
C 3.62687 -0.62010 3.93487
C 3.97424 -0.67717 2.62332
C 2.99851 -0.40568 1.64569
C 1.71733 -0.02118 1.95798
P 0.62871 0.00721 0.47621
C 1.24107 -1.35593 -0.56884
C 0.85614 -2.65692 -0.23798
C 1.33534 -3.73719 -0.96455
C 2.20852 -3.53259 -2.02514
C 2.61566 -2.24402 -2.34541
C 2.14131 -1.16162 -1.62026
C 1.03029 1.57208 -0.35161
C 0.90684 1.74052 -1.73187
C 1.22211 2.95364 -2.32391
C 1.65197 4.01897 -1.54244
C 1.77530 3.86417 -0.16775
C 1.47264 2.64709 0.42281
C 1.37328 0.18008 3.33733
H -1.02174 1.29310 5.54955
H 0.62413 0.45281 7.20749
H 2.79218 -0.41821 6.41362
H 4.33750 -0.88617 4.70958
H 4.97121 -0.97114 2.32272
H 3.27581 -0.55195 0.60936
H 0.19724 -2.84179 0.59906
H 1.03118 -4.74053 -0.69352
H 2.58426 -4.37591 -2.59102
H 3.31681 -2.07860 -3.15395
H 2.50378 -0.17566 -1.86885
H 0.58643 0.92014 -2.35835
H 1.14396 3.06349 -3.39913
H 1.90070 4.96524 -2.00559
H 2.12388 4.68616 0.44468
H 1.61233 2.53258 1.48951
O -3.34573 -0.83586 1.92897
S -2.74446 -2.23986 1.96244
O -2.21748 -2.13217 0.43628
O -3.64266 -3.30271 2.16544
S -1.06693 -1.99507 2.90062
C -2.12387 0.10194 -5.72375
C -2.00925 0.03594 -4.22901
C -2.12327 1.17715 -3.43417
C -2.00388 1.08833 -2.07292
N -1.78959 -0.08489 -1.43356
C -1.65968 -1.19740 -2.20358
C -1.76017 -1.16750 -3.57069
H -2.74865 0.93414 -6.04339
H -2.52400 -0.82445 -6.13308
H -1.13099 0.24919 -6.15837
H -2.30553 2.14785 -3.87942
H -2.07701 1.96964 -1.45920
H -1.48327 -2.12980 -1.69214
H -1.66097 -2.09384 -4.12143
C -4.68157 0.76629 -0.15163
O -3.37013 1.22916 0.34031
H -5.14219 1.57351 -0.71042
H -5.28803 0.45069 0.68915
H -4.48858 -0.07571 -0.80659
H -3.52202 1.92527 0.99664

Values from the calculation:
Net charge: +2
Orbital gap: 6.556 eV
Total energy: -102354.1723 eV
E_LUMO: -7.328 eV
HOMO energy: -0.51021 Ha

=====

no.,largest force on an atom (eV/Å)
1,0.70
2,15.12
3,2.40
4,1.69